[1]
Density functional theory data (ωB97M-V/def2-TZVPD) for C23H20AsClF7HfS as an isolated structure.

Each line ends with the Mulliken charge.
Geometry (Å):
C: -0.590 -2.080 1.526  -1.05
C: -2.146 1.594 1.875  0.14
F: -1.835 -1.314 -1.161  -0.23
C: 2.422 1.788 -1.860  -1.20
H: 1.574 1.648 -2.531  0.59
C: -3.371 2.035 2.320  -0.26
F: -2.317 5.143 3.795  -0.26
H: 2.180 2.594 -1.168  0.60
C: -0.964 2.282 2.040  0.22
C: -3.434 3.251 2.979  0.77
S: 0.549 1.654 1.426  -0.42
C: 0.839 -2.456 1.488  0.10
F: 0.041 4.223 2.899  -0.30
As: 2.551 0.141 -0.779  0.26
H: 3.113 0.976 -4.368  0.40
F: -4.590 3.711 3.420  -0.27
C: 1.362 -3.284 0.484  -0.12
C: 4.049 0.550 0.375  -1.07
C: -1.056 3.498 2.704  0.31
H: 4.492 3.344 -1.079  0.45
H: 1.382 -1.213 3.167  0.40
C: 1.754 -1.865 2.385  -0.21
C: 6.023 2.671 -4.024  -0.48
H: 4.177 -0.704 -2.526  0.42
C: 3.316 -1.134 -2.021  -1.14
Cl: 5.273 -3.333 1.246  -0.15
C: 3.101 -2.159 2.330  -0.81
H: -0.960 -1.830 2.518  0.44
H: 2.560 -1.403 -2.759  0.35
H: -1.234 -2.808 1.034  0.45
C: -2.268 3.979 3.167  0.02
F: -4.462 1.307 2.120  -0.27
H: 3.716 1.234 1.156  0.32
C: -1.282 -0.063 -1.582  -0.21
Hf: -0.069 -0.377 0.210  1.47
C: 5.046 1.870 -4.598  -0.65
F: -0.145 -0.518 -2.315  -0.24
H: 3.614 -2.019 -1.467  0.29
H: 5.187 1.472 -5.595  0.40
H: 6.929 2.896 -4.570  0.40
H: 3.788 -1.733 3.049  0.47
H: -1.973 0.396 -2.279  0.48
F: -2.086 0.380 1.233  -0.36
H: 4.401 -0.370 0.832  0.31
H: 6.572 3.837 -2.308  0.40
H: 0.683 -3.766 -0.212  0.44
C: 4.657 2.912 -2.060  -0.34
C: 3.582 -3.010 1.339  0.73
C: 2.719 -3.571 0.417  -0.99
C: 3.676 2.098 -2.624  0.42
H: 3.101 -4.243 -0.340  0.48
C: 5.823 3.196 -2.755  -0.67
H: 4.858 1.007 -0.189  0.49
C: 3.879 1.587 -3.902  -0.33

Summary:
**Charge**: +1

***

[2]
Density functional theory data (ωB97M-V/def2-TZVPD) for a 10-piece molecular cluster, CH22O10 overall at a distorted geometry.

Each line ends with the Mulliken charge.
Geometry (Å):
H: -2.829 -0.768 -1.070  0.26
H: -0.125 1.311 0.643  0.47
O: -0.338 -0.028 3.316  -0.70
H: 0.913 -2.573 -2.466  0.32
H: -1.581 3.138 2.437  0.34
O: 0.204 -2.346 -1.747  -0.71
O: -0.252 0.445 -1.341  -1.08
H: 0.190 -1.418 -1.330  0.23
H: 2.062 -1.317 2.867  0.35
O: 3.324 -1.392 0.103  -0.70
C: 0.195 0.445 0.100  -0.77
H: -1.870 -2.307 1.893  0.33
H: -0.840 -0.342 2.523  0.26
H: -2.255 -1.308 0.957  0.31
H: -0.239 2.023 -1.293  0.29
O: -2.080 2.774 1.674  -0.67
O: -2.386 -1.532 1.862  -0.63
O: 1.287 -0.344 -3.517  -0.63
H: 2.894 -1.256 -0.844  0.35
H: 2.987 -2.231 0.432  0.35
H: -1.666 1.941 1.390  0.37
H: 1.368 0.574 0.025  0.17
H: 0.429 -0.488 -3.990  0.33
O: -0.212 2.967 -1.547  -0.38
O: 2.048 -0.437 2.486  -0.69
H: 0.315 3.142 -2.341  0.43
H: 0.466 -0.305 2.988  0.51
O: -2.458 -0.055 -0.656  -0.78
H: 1.019 -0.118 -2.757  0.28
H: -0.007 -0.607 0.459  0.31
H: 2.190 -0.684 1.465  0.38
H: -1.153 3.027 -1.716  0.44
H: -1.591 0.062 -1.000  0.65

Summary:
**Charge**: 0

***

[3]
Density functional theory data (ωB97M-V/def2-TZVPD) for a 2-piece molecular cluster, C3H9NO3 overall at a distorted geometry.

Each line ends with the Mulliken charge.
Geometry (Å):
H: -2.935 -0.653 -0.333  0.35
C: 1.409 -0.548 -0.553  -0.29
N: -1.196 0.506 -0.397  -0.31
O: 1.645 -1.110 0.708  -0.52
C: -2.060 -0.451 0.286  -0.76
H: -2.378 -0.107 1.272  0.27
H: 0.151 -0.248 -0.805  0.36
O: 2.352 0.465 -0.838  -0.51
O: 0.026 0.931 1.590  -0.59
H: -1.660 1.086 -1.090  0.26
H: 3.227 0.104 -0.625  0.32
H: 1.542 -1.366 -1.277  0.31
H: -1.475 -1.364 0.420  0.24
C: -0.200 1.214 0.427  0.03
H: 0.276 2.022 -0.144  0.42
H: 1.277 -0.481 1.360  0.42

Summary:
**Charge**: 0
**SMILES string**: CNC=O.OCO

***

[4]
Density functional theory data (ωB97M-V/def2-TZVPD) for C26H28F4N6O2Pd as an isolated structure at a distorted geometry.

Each line ends with the Mulliken charge.
Geometry (Å):
C: -0.218 -3.212 -1.048  -0.24
C: -4.038 -2.053 0.492  -0.59
N: 0.727 -2.298 -0.735  0.62
H: 0.472 1.628 -3.171  0.67
Pd: 0.012 -0.088 -0.336  0.61
C: 3.847 1.979 -1.210  -1.51
H: 3.127 -4.431 0.243  0.46
H: 4.047 2.982 -1.556  0.51
O: -1.083 -0.594 1.926  -0.40
H: -2.730 0.279 -2.110  0.45
H: -3.389 2.664 -0.312  0.36
H: -4.974 -1.505 0.373  0.27
H: 5.278 -0.765 0.129  0.49
C: -2.524 1.287 -1.762  -1.02
H: -1.550 2.864 0.757  0.74
C: 0.298 2.770 3.105  0.62
C: 0.721 2.680 4.492  0.08
H: -4.277 -3.111 0.398  0.32
H: -4.307 1.206 -0.599  0.38
C: -0.046 -4.566 -0.898  -1.31
N: 2.990 -1.892 -0.142  0.08
C: -0.525 1.199 -3.091  -0.68
C: -3.294 1.591 -0.490  -1.65
C: -3.282 -1.692 1.772  -0.69
C: 4.840 1.181 -0.646  -0.48
C: 3.212 -0.567 -0.451  0.84
F: 2.323 -0.463 4.438  -0.18
H: -0.186 -0.303 -4.547  0.54
H: 1.336 -6.078 -0.231  0.46
C: 1.909 -2.757 -0.331  0.55
H: 5.849 1.549 -0.524  0.47
C: 1.674 0.601 4.088  0.06
C: 4.524 -0.101 -0.269  -1.22
H: 0.194 -0.850 -2.919  0.06
C: 0.564 1.764 2.148  -0.37
H: -1.137 -2.820 -1.455  0.53
H: 3.822 -2.367 0.169  0.19
H: -2.856 1.127 0.394  0.31
C: 1.261 0.657 2.701  0.34
C: 1.410 1.603 4.993  -0.47
N: 0.172 1.748 0.873  1.26
H: -0.843 -5.240 -1.174  0.51
O: -3.265 -1.835 -1.809  -0.61
N: -1.033 1.424 -1.701  1.10
C: 2.156 -4.110 -0.110  -1.11
H: -1.376 3.524 -1.549  0.31
C: -2.020 -1.066 1.246  -0.34
H: 0.291 3.054 -1.666  0.94
H: -1.160 1.774 -3.774  0.45
N: -1.959 -1.040 -0.097  0.98
H: -3.804 -0.980 2.413  0.32
N: 2.233 0.207 -0.937  0.58
F: 1.611 -0.352 1.989  -0.05
H: -1.494 -0.724 -3.438  0.34
H: -2.861 1.976 -2.545  0.54
C: 1.160 -5.023 -0.386  -0.46
C: -0.653 2.767 -1.219  -1.97
C: -0.512 -0.254 -3.509  -1.13
H: 1.804 2.042 -1.754  0.33
H: -0.098 3.834 0.548  0.69
F: -0.393 3.831 2.812  -0.21
C: -0.559 2.873 0.297  -0.86
H: 1.718 1.545 6.029  0.57
C: 2.588 1.453 -1.323  -0.37
H: -3.030 -2.552 2.392  0.38
F: 0.399 3.682 5.242  -0.18
C: -3.094 -1.652 -0.630  -0.23

Summary:
**Charge**: +2
**Multiplicity**: 5

***

| no. | energy (eV) |
| --- | --- |
| 1 | -128694.1896 |
| 2 | -21864.3955 |
| 3 | -10887.5244 |
| 4 | -54784.0738 |